1.
Here is a structure of composition C32H31F6KN10O2S from the Open Molecules 2025 dataset. Energies are from ωB97M-V/def2-TZVPD.

Results
Highest occupied orbital energy   -2.0 eV
Kohn-Sham gap   6.2 eV
Calculated total energy   -96155.13497 eV
Energy relative to the best compared isomer or geometry (same formula, charge and spin)   1.1 kcal per mole

Geometry as ORCA input:
```
! wB97M-V def2-TZVPD RIJCOSX def2/J DEFGRID3
* xyz -2 1
K 1.022 0.083 1.650
C -1.618 3.281 -1.697
N -0.259 2.938 -1.328
C 0.480 2.285 -2.380
C 1.720 1.629 -1.860
N 2.138 1.610 -0.626
C 3.276 0.804 -0.640
C 4.082 0.398 0.419
C 5.129 -0.462 0.129
C 5.370 -0.906 -1.177
C 4.569 -0.510 -2.238
C 3.520 0.349 -1.942
N 2.538 0.933 -2.718
C -2.438 2.194 -2.334
N -3.158 2.368 -3.421
C -3.733 1.133 -3.650
C -4.599 0.724 -4.665
C -5.017 -0.593 -4.675
C -4.582 -1.499 -3.694
C -3.724 -1.114 -2.680
C -3.311 0.215 -2.672
N -2.487 0.933 -1.841
H -1.626 4.116 -2.402
H -2.114 3.598 -0.777
H -0.281 2.355 -0.497
H 0.770 3.022 -3.142
H -0.094 1.498 -2.896
H 3.863 0.706 1.437
H 5.756 -0.817 0.937
H 6.191 -1.591 -1.360
H 4.741 -0.873 -3.244
H 2.198 0.544 -3.583
H -4.923 1.429 -5.422
H -5.687 -0.939 -5.454
H -4.920 -2.528 -3.736
H -3.369 -1.817 -1.938
H -1.969 0.618 -1.012
N -0.261 -4.006 -2.374
C -0.384 -2.744 -1.766
S 0.433 -1.448 -2.557
N -1.065 -2.775 -0.659
N -1.180 -1.569 0.030
C -2.009 -1.661 1.003
C -2.434 -0.599 1.916
C -3.296 -0.981 2.951
C -3.818 -0.084 3.862
C -3.471 1.265 3.730
C -2.635 1.685 2.723
C -2.071 0.784 1.771
O -1.287 1.199 0.849
H -0.164 -3.926 -3.374
H -0.995 -4.636 -2.078
H -2.479 -2.637 1.177
H -3.557 -2.033 3.027
H -4.476 -0.417 4.655
H -3.863 1.993 4.433
H -2.359 2.728 2.623
C 3.913 3.026 3.495
C 3.426 1.725 4.175
O 2.616 0.993 3.424
C 4.696 0.904 4.560
F 5.609 1.585 5.308
F 4.422 -0.219 5.243
F 5.357 0.522 3.446
C 2.704 2.144 5.493
F 1.639 2.917 5.212
F 3.475 2.876 6.351
F 2.249 1.101 6.205
H 4.465 2.753 2.596
H 4.543 3.648 4.134
H 3.028 3.583 3.191
C 3.214 -3.762 -1.645
N 3.143 -3.389 -0.249
C 3.952 -3.814 0.777
C 3.470 -3.211 1.904
N 2.381 -2.438 1.595
C 2.221 -2.568 0.298
H 2.946 -4.811 -1.775
H 4.220 -3.584 -2.025
H 2.504 -3.149 -2.201
H 4.784 -4.477 0.608
H 3.847 -3.275 2.911
H 1.466 -2.089 -0.313
*
```



2.
Here is a structure of composition C32H31N3O6OsS4 at a distorted geometry from the Open Molecules 2025 dataset. Energies are from ωB97M-V/def2-TZVPD.

Results
Highest occupied orbital energy (alpha / beta)   0.2 / -2.9 eV
Kohn-Sham gap (alpha / beta)   3.1 / 6.3 eV
Calculated total energy   -96249.02400 eV
Energy relative to the best compared isomer or geometry (same formula, charge and spin)   43.5 kcal per mole

Geometry as ORCA input:
```
! wB97M-V def2-TZVPD RIJCOSX def2/J DEFGRID3
* xyz -2 5
Os -1.883 2.119 0.398
S -3.026 3.544 -0.872
C -4.476 2.805 -1.319
C -5.579 3.451 -1.696
C -6.755 2.775 -2.026
C -7.931 3.382 -2.643
N -8.755 4.111 -3.071
C -6.811 1.350 -1.874
C -5.700 0.692 -1.466
C -4.565 1.338 -1.208
S -3.371 0.383 -0.345
C -7.915 0.625 -2.320
N -8.563 -0.058 -2.970
H -5.470 4.509 -1.787
H -5.819 -0.394 -1.297
O -0.110 1.796 4.661
S -0.098 1.863 3.184
O 0.602 0.816 2.553
O -1.509 1.925 2.759
C 0.759 3.468 2.789
C 0.842 4.366 3.856
C 1.476 5.599 3.701
C 2.058 5.892 2.449
C 2.094 4.913 1.482
C 1.437 3.716 1.589
S 1.284 2.764 -0.007
O 0.864 3.770 -1.009
O 2.583 2.203 -0.357
O 0.227 1.727 0.156
H 0.494 4.036 4.815
H 1.597 6.359 4.479
H 2.569 6.849 2.321
H 2.637 5.227 0.573
H 2.453 -1.173 1.387
C 0.909 -6.199 2.823
C 0.414 -4.889 2.081
C -0.799 -4.286 2.404
C -1.097 -2.959 2.031
C -2.357 -2.360 2.565
C -0.083 -2.161 1.490
C 1.159 -2.820 1.248
C 1.452 -4.091 1.564
N 2.354 -2.148 0.837
C 2.468 -1.597 -0.626
C 3.654 -0.676 -0.815
C 3.902 -0.269 -2.291
C 4.096 -1.554 -3.209
C 2.836 -2.448 -2.965
C 1.665 -1.595 -3.428
C 1.455 -0.300 -2.584
C 2.710 0.523 -2.818
C 1.230 -0.835 -1.149
C 2.634 -2.814 -1.503
H 1.184 -5.980 3.811
H 1.844 -6.480 2.381
H 0.130 -6.972 2.836
H -1.574 -4.766 2.986
H -2.956 -3.080 3.124
H -3.046 -1.940 1.814
H -2.083 -1.455 3.118
H -0.083 -1.015 1.347
H 2.432 -4.365 1.404
H 4.605 -1.118 -0.439
H 3.477 0.222 -0.223
H 4.854 0.303 -2.298
H 5.009 -2.177 -3.014
H 4.102 -1.242 -4.253
H 2.867 -3.358 -3.594
H 0.703 -2.157 -3.464
H 1.861 -1.376 -4.509
H 0.504 0.141 -2.868
H 2.514 1.533 -2.478
H 2.878 0.441 -3.920
H 0.419 -1.589 -1.219
H 0.983 -0.046 -0.450
H 3.458 -3.424 -1.195
H 1.679 -3.377 -1.436
*
```



3.
Here is a structure of composition C32H31N6OS4Sr from the Open Molecules 2025 dataset. Energies are from ωB97M-V/def2-TZVPD.

Results
Highest occupied orbital energy   -10.1 eV
Kohn-Sham gap   7.4 eV
Calculated total energy   -88849.70998 eV
Energy relative to the best compared isomer or geometry (same formula, charge and spin)   15.0 kcal per mole

Geometry as ORCA input:
```
! wB97M-V def2-TZVPD RIJCOSX def2/J DEFGRID3
* xyz 1 1
Sr -0.371 0.012 -0.263
N -1.915 -2.816 2.337
C -1.115 -3.101 3.480
C -1.120 -4.387 3.987
C -0.342 -4.701 5.094
C 0.441 -3.719 5.678
C 0.442 -2.433 5.154
C -0.339 -2.105 4.057
S -0.282 -0.448 3.445
N -1.229 -0.585 2.021
C -1.872 -1.644 1.670
C -2.764 -1.605 0.387
C -4.123 -1.424 0.523
C -4.891 -1.330 -0.635
C -4.279 -1.428 -1.867
C -2.905 -1.632 -1.914
N -2.156 -1.726 -0.817
H -2.432 -3.570 1.918
H -1.738 -5.142 3.515
H -0.355 -5.707 5.489
H 1.050 -3.951 6.540
H 1.065 -1.674 5.616
H -4.577 -1.340 1.501
H -5.960 -1.174 -0.570
H -4.846 -1.356 -2.785
H -2.387 -1.748 -2.859
O 1.705 0.377 -0.924
C 2.602 -0.276 -0.095
C 2.653 0.509 1.233
C 2.064 1.725 1.442
C 2.331 2.253 2.740
C 3.151 1.443 3.463
S 3.553 0.026 2.603
C 3.969 -0.318 -0.735
C 5.018 -1.128 -0.409
C 6.166 -0.887 -1.214
C 5.943 0.100 -2.129
S 4.389 0.775 -1.973
C 2.064 -1.723 0.144
C 1.914 -2.498 1.257
C 1.342 -3.780 0.978
C 1.052 -3.942 -0.339
S 1.473 -2.562 -1.253
H 1.513 2.236 0.665
H 1.967 3.204 3.100
H 3.530 1.610 4.459
H 4.966 -1.893 0.355
H 7.095 -1.432 -1.140
H 6.632 0.460 -2.877
H 2.198 -2.183 2.250
H 1.159 -4.540 1.726
H 0.617 -4.810 -0.809
C -0.064 3.756 -4.722
C 0.918 3.015 -3.843
N 0.199 2.293 -2.802
C -0.990 2.713 -2.262
N -1.456 2.056 -1.231
C -2.662 2.563 -0.595
C -3.644 3.066 -1.633
C -2.959 4.170 -2.414
N -1.618 3.765 -2.845
C -0.957 4.602 -3.842
H -0.675 3.049 -5.289
H 0.470 4.381 -5.438
H 1.626 3.726 -3.403
H 1.499 2.294 -4.418
H 0.779 1.695 -2.219
H -2.426 3.383 0.096
H -3.100 1.770 0.020
H -4.563 3.449 -1.189
H -3.919 2.250 -2.309
H -2.886 5.077 -1.805
H -3.523 4.429 -3.312
H -0.377 5.392 -3.349
H -1.739 5.095 -4.419
*
```



4.
Here is a structure of composition C32H31N9O2S2V at a distorted geometry from the Open Molecules 2025 dataset. Energies are from ωB97M-V/def2-TZVPD.

Results
Highest occupied orbital energy (alpha / beta)   -5.9 / -7.3 eV
Kohn-Sham gap (alpha / beta)   6.4 / 7.1 eV
Calculated total energy   -98553.80003 eV
Energy relative to the best compared isomer or geometry (same formula, charge and spin)   28.0 kcal per mole

Geometry as ORCA input:
```
! wB97M-V def2-TZVPD RIJCOSX def2/J DEFGRID3
* xyz 0 4
V 0.968 1.223 -0.997
N -0.485 4.579 0.993
C -0.097 3.678 0.053
S 1.613 3.322 -0.089
N -0.985 3.183 -0.765
N -0.410 2.293 -1.615
C -0.802 2.131 -2.872
C -2.114 2.546 -3.379
C -3.227 2.369 -2.548
C -4.500 2.671 -2.996
C -4.689 3.175 -4.276
C -3.591 3.394 -5.093
C -2.315 3.081 -4.653
C 0.253 1.496 -3.632
C 0.229 1.139 -4.983
C 1.370 0.644 -5.578
C 2.532 0.496 -4.819
C 2.481 0.816 -3.478
N 1.382 1.287 -2.887
H 0.169 4.761 1.733
H -1.465 4.605 1.220
H -3.072 1.978 -1.553
H -5.348 2.514 -2.341
H -5.685 3.398 -4.637
H -3.730 3.823 -6.077
H -1.464 3.283 -5.291
H -0.688 1.250 -5.541
H 1.366 0.379 -6.627
H 3.451 0.136 -5.259
H 3.345 0.703 -2.834
N 2.248 1.101 2.481
C 0.939 1.011 2.708
S -0.217 0.999 1.485
N 0.464 0.938 3.981
C 1.111 0.929 5.225
C 0.424 0.354 6.296
C 1.003 0.292 7.550
C 2.280 0.795 7.757
C 2.951 1.397 6.706
C 2.368 1.489 5.450
H 2.521 1.032 1.508
H 2.910 0.796 3.174
H -0.531 0.775 4.002
H -0.573 -0.040 6.138
H 0.458 -0.154 8.371
H 2.737 0.730 8.735
H 3.939 1.808 6.865
H 2.867 2.039 4.666
C 0.130 -5.109 0.016
N 0.389 -3.944 -0.791
N -0.297 -2.753 -0.687
C 0.193 -1.864 -1.654
O -0.188 -0.687 -1.801
C 1.153 -2.617 -2.388
C 1.258 -3.852 -1.813
C 2.163 -4.986 -2.135
C -1.155 -2.449 0.396
C -2.344 -1.775 0.135
C -3.201 -1.471 1.179
C -2.897 -1.866 2.474
C -1.703 -2.520 2.731
C -0.815 -2.791 1.701
H -0.758 -4.950 0.618
H 0.974 -5.309 0.680
H -0.034 -5.979 -0.622
H 1.740 -2.237 -3.206
H 2.736 -4.761 -3.029
H 1.606 -5.910 -2.297
H 2.854 -5.149 -1.306
H -2.578 -1.486 -0.879
H -4.120 -0.936 0.979
H -3.582 -1.641 3.281
H -1.438 -2.812 3.740
H 0.150 -3.231 1.913
O 2.653 -2.263 0.637
C 2.446 -1.190 0.154
N 2.275 -0.105 -0.303
*
```



5.
Here is a cluster of 2 separate species, C32H31NO5P in total at a distorted geometry from the Open Molecules 2025 dataset. Energies are from ωB97M-V/def2-TZVPD.

Results
Highest occupied orbital energy   -3.6 eV
Kohn-Sham gap   4.8 eV
Calculated total energy   -54705.31029 eV
Energy relative to the best compared isomer or geometry (same formula, charge and spin)   0.0 kcal per mole

Geometry as ORCA input:
```
! wB97M-V def2-TZVPD RIJCOSX def2/J DEFGRID3
* xyz -1 1
C 1.957 -2.355 5.369
C 2.008 -2.500 3.864
O 3.039 -1.686 3.233
P 2.794 -1.099 1.726
C 3.806 -2.031 0.609
C 3.367 -2.937 -0.307
N 3.132 -3.758 -1.116
O 1.370 -0.993 1.326
O 3.621 0.277 1.796
C 3.739 1.167 2.949
C 4.471 2.424 2.520
H 1.347 -3.184 5.740
H 2.939 -2.409 5.850
H 1.450 -1.429 5.670
H 2.190 -3.549 3.602
H 1.060 -2.170 3.427
H 4.877 -2.055 0.843
H 2.721 1.395 3.302
H 4.296 0.652 3.747
H 4.598 3.111 3.360
H 5.466 2.181 2.137
H 3.906 2.948 1.744
C 1.971 -7.193 -7.819
O 2.378 -6.967 -6.457
C 2.661 -5.719 -6.021
C 2.953 -5.604 -4.635
C 3.133 -4.364 -4.097
C 2.944 -3.167 -4.840
C 2.924 -1.900 -4.188
C 2.213 -0.775 -4.681
C 2.522 0.557 -4.251
C 1.672 1.615 -4.452
C 2.011 2.975 -4.000
C 3.346 3.438 -4.057
C 3.690 4.717 -3.608
C 2.704 5.561 -3.073
C 1.376 5.120 -3.001
C 1.038 3.848 -3.470
C 0.363 1.386 -5.120
O -0.541 2.237 -5.091
C 0.189 0.088 -5.819
C -0.971 -0.135 -6.701
C -0.864 -0.975 -7.840
C -1.978 -1.251 -8.639
C -3.229 -0.699 -8.324
C -3.350 0.151 -7.214
C -2.230 0.440 -6.436
C 1.095 -0.916 -5.576
C 2.767 -3.328 -6.254
C 2.637 -4.565 -6.842
H 1.784 -8.265 -7.864
H 1.059 -6.640 -8.054
H 2.770 -6.917 -8.512
H 3.009 -6.509 -4.035
H 3.379 -4.278 -3.038
H 3.484 -1.796 -3.258
H 3.450 0.719 -3.693
H 4.113 2.773 -4.467
H 4.730 5.050 -3.674
H 2.968 6.555 -2.716
H 0.593 5.754 -2.576
H 0.005 3.512 -3.425
H 0.115 -1.395 -8.091
H -1.865 -1.900 -9.513
H -4.098 -0.925 -8.936
H -4.315 0.594 -6.950
H -2.317 1.129 -5.595
H 0.894 -1.894 -6.005
H 2.735 -2.426 -6.863
H 2.472 -4.646 -7.923
*
```



6.
Here is a structure of composition C32H32F6FeN3OS at a distorted geometry from the Open Molecules 2025 dataset. Energies are from ωB97M-V/def2-TZVPD.

Results
Highest occupied orbital energy (alpha / beta)   -1.2 / -1.7 eV
Kohn-Sham gap (alpha / beta)   3.1 / 3.5 eV
Calculated total energy   -101746.52505 eV
Energy relative to the best compared isomer or geometry (same formula, charge and spin)   0.0 kcal per mole

Geometry as ORCA input:
```
! wB97M-V def2-TZVPD RIJCOSX def2/J DEFGRID3
* xyz -1 5
F -1.929 -7.135 -5.748
C -2.798 -6.402 -5.027
F -3.554 -5.639 -5.842
F -3.582 -7.208 -4.285
C -2.016 -5.498 -4.097
C -2.200 -4.136 -4.156
C -1.516 -3.282 -3.298
N -1.754 -1.888 -3.369
C -1.415 -0.850 -2.535
S -0.553 -1.098 -1.136
N -1.815 0.399 -2.888
C -1.487 1.620 -2.157
C -0.037 2.037 -2.381
C 0.252 2.518 -3.821
C 1.202 3.732 -3.683
C 1.377 3.969 -2.172
N 0.357 3.155 -1.487
C -0.630 -3.848 -2.389
C -0.440 -5.207 -2.327
C 0.507 -5.757 -1.281
F 1.030 -6.917 -1.722
F 1.482 -4.850 -1.070
F -0.183 -5.960 -0.142
C -1.136 -6.039 -3.181
H -2.900 -3.738 -4.868
H -2.320 -1.598 -4.165
H -2.318 0.560 -3.761
H -2.163 2.436 -2.432
H -1.658 1.434 -1.093
H 0.610 1.176 -2.155
H 0.690 1.717 -4.429
H -0.686 2.804 -4.307
H 2.166 3.543 -4.170
H 0.778 4.620 -4.166
H 2.376 3.670 -1.836
H 1.243 5.021 -1.896
H 0.661 2.817 -0.569
H -0.072 -3.227 -1.714
H -0.992 -7.106 -3.139
C -1.667 7.046 2.630
O -2.456 5.878 2.707
C -1.754 4.724 2.966
C -2.486 3.578 3.347
C -1.858 2.424 3.700
C -0.452 2.318 3.654
C 0.187 1.151 4.157
C 1.522 0.770 3.913
C 2.357 -0.102 4.790
C 3.645 -0.196 4.229
C 3.672 0.587 2.975
C 2.409 1.175 2.781
Fe 2.225 -0.914 2.869
C 0.683 -1.824 1.805
C 0.702 -2.320 3.168
C 1.992 -2.941 3.400
C 2.769 -2.831 2.182
C 1.960 -2.142 1.193
C 0.280 3.448 3.225
C -0.348 4.613 2.902
H -2.329 7.912 2.587
H -1.046 7.134 3.523
H -1.043 7.031 1.735
H -3.558 3.652 3.389
H -2.427 1.570 4.027
H -0.382 0.537 4.833
H 2.030 -0.543 5.733
H 4.487 -0.738 4.660
H 4.534 0.692 2.313
H 2.125 1.797 1.929
H -0.149 -1.304 1.328
H -0.104 -2.239 3.902
H 2.311 -3.440 4.319
H 3.760 -3.262 2.021
H 2.246 -1.961 0.155
H 1.355 3.407 3.234
H 0.234 5.468 2.613
*
```